23
Properties=species:S:1:pos:R:3:forces:R:3 method="wB97M-V/def2-TZVPD" gap_ev=10.09 relative_energy_kj_mol=627.7 homo_energy_ha=-0.3404 smiles=C1CC2(CCN1)OCCO2 energy_ev=-13049.4227
C -0.1290 1.5007 1.5521 1.07 5.81 3.39
C -0.0072 0.1438 1.3590 2.11 -4.95 2.07
C -0.0323 -0.3488 -0.0242 -3.53 0.02 -0.38
C 0.2172 0.8240 -0.9063 1.49 2.49 -0.60
C 1.3887 1.7273 -0.1659 0.16 -3.75 -4.58
N 0.9766 2.3263 1.0740 4.42 -2.08 1.09
O -1.5206 -0.5991 -0.4551 0.38 -0.92 0.33
C -1.5764 -1.9404 -0.9340 -5.01 -0.76 0.89
C -0.2015 -2.2299 -1.1340 0.93 3.09 -0.83
O 0.5163 -1.6325 -0.0366 -0.19 2.69 -1.98
H -1.0757 1.6612 1.1812 -2.05 1.93 -1.52
H -0.1440 2.0412 2.5578 -0.73 -2.10 -0.29
H 0.9382 -0.2730 1.7690 -0.36 0.10 0.15
H -0.8259 -0.2909 1.8654 -0.77 -1.14 0.73
H -0.7898 1.3472 -1.0672 1.65 -0.63 0.32
H 0.6598 0.6199 -1.8881 -0.35 -0.26 0.06
H 1.8582 2.2576 -0.9984 -0.50 1.49 0.62
H 2.1351 0.8215 -0.3243 -0.54 1.39 2.08
H 1.8906 1.9386 1.8051 -3.44 1.91 -2.40
H -2.1768 -2.1383 -1.8865 0.86 1.23 0.71
H -2.2347 -2.6647 -0.2688 1.78 1.37 -0.29
H 0.0225 -2.0009 -2.1673 1.07 0.81 -0.04
H 0.1105 -3.0905 -0.9070 1.56 -7.74 0.48


8
Properties=species:S:1:pos:R:3:forces:R:3 method="wB97M-V/def2-TZVPD" gap_ev=10.46 relative_energy_kj_mol=52.6 charge=+1 homo_energy_ha=-0.5508 energy_ev=-3628.0299
O 2.1807 -0.1789 -1.1289 0.89 0.44 0.15
H 2.9441 -0.7457 -1.3820 -0.79 0.59 0.25
H 2.5794 0.6969 -0.9232 -0.26 -0.96 -0.31
N -1.5410 0.0455 0.6867 -0.03 0.02 0.02
H -2.0552 -0.6499 0.1127 0.33 0.40 0.32
H -2.1241 0.8960 0.8052 0.34 -0.52 -0.07
H -0.6533 0.2980 0.2116 -0.37 -0.21 0.19
H -1.3307 -0.3621 1.6179 -0.11 0.23 -0.56


119
Properties=species:S:1:pos:R:3:forces:R:3 method="wB97M-V/def2-TZVPD" gap_ev=6.96 charge=-1 homo_energy_ha=-0.1848 energy_ev=-137910.7180
C 2.0877 2.3075 6.7415 -0.80 -0.58 -0.98
C 2.2645 2.5904 5.5598 -0.51 -0.21 -0.43
C 2.4335 2.7187 3.9865 0.11 0.39 2.86
B 3.4365 1.5018 3.4866 -0.60 0.38 -0.66
Br 4.7572 0.9356 4.9434 0.27 -0.10 0.03
C 2.6901 0.2271 2.7836 0.56 -0.75 0.33
C 1.2670 -0.1562 3.3905 0.10 -1.11 -1.04
C 0.1936 -0.1091 2.2187 0.39 -0.16 -0.30
C 0.0973 1.2778 1.4391 -1.10 -0.69 -0.34
C -1.3010 1.9494 1.7966 0.17 0.50 -0.79
C -1.3405 3.5301 1.5784 -0.88 -0.83 1.03
C -1.2313 4.3227 2.9761 -0.05 0.46 -1.42
C -0.4867 5.7071 2.7131 0.50 0.27 0.83
C 0.7379 5.9927 3.7064 -0.47 0.66 -0.55
C 0.9160 7.5851 3.8074 0.01 -0.45 0.86
C 1.6479 8.0289 5.1608 0.12 0.38 -1.20
O 1.0558 7.4232 6.3417 -0.32 1.73 -1.00
C 0.0333 8.3393 6.7820 -0.51 -0.08 0.67
P 4.5580 2.2882 2.0923 0.84 -2.45 -0.75
O 5.5461 1.2886 1.4731 -0.57 1.36 0.32
H 1.7176 1.7768 7.6577 0.92 1.20 -1.35
H 2.9402 3.7161 3.7724 -0.97 -0.96 0.28
H 1.3825 2.6645 3.5821 1.17 0.27 0.19
H 3.3846 -0.6702 2.9146 -0.87 1.12 -0.32
H 2.6766 0.4187 1.6578 -0.44 -0.41 1.26
H 1.3417 -1.2541 3.7013 -0.27 1.39 -0.20
H 0.9758 0.4079 4.3232 0.30 -0.26 -1.13
H 0.5032 -0.8949 1.4483 -0.28 0.85 1.09
H -0.8475 -0.4092 2.5617 1.15 0.37 -0.32
H 0.0519 1.0206 0.3265 0.17 0.53 1.33
H 0.9861 1.9594 1.5629 -0.96 -0.73 0.20
H -2.0713 1.4874 1.0943 0.87 0.37 1.08
H -1.5978 1.7090 2.8592 0.31 0.23 -1.05
H -0.5320 3.8327 0.8525 -0.92 -0.22 0.77
H -2.3776 3.7649 1.1634 1.52 -0.03 0.17
H -2.2891 4.5552 3.3057 1.17 -0.37 -0.19
H -0.7599 3.6920 3.7855 -0.21 0.76 -0.96
H -1.2115 6.5724 2.8388 0.70 -1.07 -0.22
H -0.0667 5.7856 1.6559 -0.73 -0.26 1.25
H 1.6612 5.5147 3.2623 -0.91 0.60 0.63
H 0.5777 5.5342 4.7320 0.07 0.66 -1.23
H -0.0972 8.1073 3.8276 1.07 -0.87 -0.13
H 1.4502 7.9820 2.8868 -0.43 -0.39 1.21
H 1.4997 9.1473 5.2478 0.47 -1.01 -0.11
H 2.7605 7.8354 5.0924 -1.28 -0.14 0.40
H -0.5521 7.8165 7.5993 0.72 0.68 -0.92
H 0.4867 9.3096 7.1832 -0.47 -1.24 -0.38
H -0.6911 8.6339 5.9569 0.82 -0.50 0.82
H 5.1582 3.4989 2.5703 -0.24 0.02 -0.35
H 3.6445 2.6537 1.0203 0.23 0.59 0.59
C 2.8409 -0.3252 -1.7020 -0.31 0.14 0.07
O 3.1831 0.9595 -2.1848 0.23 -0.28 -0.01
C 4.4307 1.4725 -1.7389 0.08 -0.31 0.19
C 5.5328 1.6019 -2.7967 0.10 0.44 -0.08
O 5.9202 0.4789 -3.5840 -0.11 0.04 -0.11
C 4.9261 -0.1849 -4.3400 -0.15 -0.42 0.19
C 4.1306 0.5771 -5.4086 0.08 0.15 0.09
O 3.4190 1.7168 -4.9499 0.51 0.00 -0.36
C 3.9047 2.9672 -5.4022 -0.38 0.01 0.21
H 1.9632 -0.2444 -1.0483 0.16 -0.04 0.06
H 2.5559 -0.9677 -2.5425 0.04 0.01 -0.02
H 3.6561 -0.8063 -1.1517 -0.05 0.11 -0.02
H 4.7972 0.9125 -0.8713 0.01 -0.05 -0.08
H 4.2271 2.4790 -1.3661 0.20 0.15 -0.04
H 6.4384 1.8984 -2.2573 -0.06 -0.23 0.10
H 5.3433 2.4413 -3.4621 -0.31 0.05 -0.09
H 4.2575 -0.7080 -3.6613 -0.32 0.17 0.01
H 5.4457 -0.9977 -4.8637 0.12 0.22 -0.09
H 3.3713 -0.1132 -5.7924 0.15 -0.18 0.00
H 4.7856 0.8359 -6.2566 -0.07 0.08 0.22
H 4.8636 2.8919 -5.9229 -0.05 -0.05 0.02
H 4.0233 3.6280 -4.5416 0.07 0.03 0.01
H 3.1606 3.4284 -6.0575 0.08 -0.02 -0.15
C -3.8363 -1.4744 3.3682 0.14 0.40 -0.10
O -3.2660 -1.9625 2.1689 -0.08 -0.40 0.37
C -2.6392 -3.2320 2.2569 -0.09 0.13 0.08
C -3.3326 -4.3822 1.5169 0.16 -0.22 -0.36
O -4.7000 -4.6886 1.7658 0.07 0.10 -0.01
C -5.6613 -3.6643 1.5880 -0.26 0.24 0.36
C -5.8237 -2.9878 0.2206 0.20 -0.07 -0.11
O -4.6564 -2.3724 -0.3007 -0.29 -0.52 -0.11
C -4.0894 -2.9912 -1.4426 0.16 0.35 0.05
H -3.2881 -0.5810 3.6916 0.01 -0.15 0.06
H -4.8695 -1.1650 3.1816 0.02 -0.05 0.00
H -3.8307 -2.2133 4.1765 0.02 0.02 -0.10
H -2.4505 -3.5058 3.3014 -0.24 0.04 0.03
H -1.6499 -3.1142 1.8075 0.07 -0.17 -0.13
H -2.7838 -5.2918 1.7850 -0.10 0.05 0.18
H -3.1869 -4.3014 0.4427 0.03 0.33 -0.10
H -5.5362 -2.9226 2.3724 0.15 0.28 -0.13
H -6.6299 -4.1235 1.8230 0.11 -0.15 -0.20
H -6.5537 -2.1811 0.3493 -0.14 -0.13 0.15
H -6.2551 -3.6964 -0.5050 0.21 0.07 0.11
H -4.5428 -3.9578 -1.6786 0.00 0.06 0.03
H -3.0223 -3.1375 -1.2659 0.03 -0.07 -0.02
H -4.1793 -2.3181 -2.2991 -0.11 -0.09 -0.08
C -4.3961 -7.4848 -5.3743 -0.19 0.01 0.34
O -3.2176 -7.2293 -4.6347 0.04 -0.18 -0.45
C -2.0398 -7.8560 -5.1120 -0.12 0.00 -0.06
C -0.9668 -6.9367 -5.7089 0.40 0.14 0.13
O -1.2871 -6.0369 -6.7626 -0.05 -0.11 0.13
C -2.3291 -5.1008 -6.5517 -0.47 0.05 -0.20
C -2.2336 -4.0863 -5.4052 0.16 -0.06 0.10
O -2.0840 -4.6408 -4.1069 0.41 0.23 -0.37
C -0.8249 -4.4225 -3.4902 -0.27 -0.14 0.31
H -5.0955 -8.0583 -4.7538 0.09 -0.04 -0.13
H -4.8872 -6.5376 -5.6172 0.05 -0.03 -0.02
H -4.2074 -8.0316 -6.3042 0.04 0.06 0.08
H -2.2836 -8.6633 -5.8126 -0.12 0.17 -0.13
H -1.5880 -8.3497 -4.2480 0.25 0.02 0.00
H -0.1960 -7.5964 -6.1224 -0.17 -0.03 -0.12
H -0.4440 -6.3868 -4.9308 -0.22 0.05 0.27
H -3.2777 -5.6303 -6.5206 -0.11 -0.02 0.31
H -2.3937 -4.5158 -7.4775 0.26 0.01 0.09
H -3.1806 -3.5360 -5.3874 0.00 0.01 -0.24
H -1.4407 -3.3506 -5.6141 -0.06 -0.23 0.09
H -0.0843 -3.9873 -4.1665 -0.09 0.01 0.01
H -0.4467 -5.3785 -3.1228 0.07 -0.02 -0.01
H -0.9570 -3.7776 -2.6180 0.08 0.14 -0.08


114
Properties=species:S:1:pos:R:3:forces:R:3 method="wB97M-V/def2-TZVPD" gap_ev="6.63 / 7.19" charge=+1 spin_multiplicity=5 s2=6.1886 homo_energy_ha="-0.3536 / -0.3705" energy_ev=-128032.9879
Mn 0.6667 0.0894 -0.9057 0.62 -2.55 0.04
C 5.5173 3.1741 1.5926 -0.01 0.03 0.04
C 5.9584 2.4839 0.4752 0.01 0.00 -0.08
C 5.2103 1.4302 -0.0451 -0.07 0.06 -0.01
C 4.0036 1.0662 0.5441 0.03 -0.06 0.08
C 3.5532 1.7885 1.6579 0.10 -0.07 -0.05
C 4.3074 2.8256 2.1827 -0.04 -0.01 0.00
P 2.9783 -0.3695 -0.0140 0.70 0.33 0.29
C 4.1338 -1.3857 -0.9802 -0.15 -0.10 -0.01
C 4.4473 -0.9160 -2.2576 -0.02 -0.05 0.00
C 5.2861 -1.6394 -3.0906 0.01 0.00 0.00
C 5.7991 -2.8579 -2.6635 -0.01 0.03 -0.02
C 5.4621 -3.3486 -1.4110 0.01 -0.04 0.01
C 4.6310 -2.6190 -0.5705 0.05 0.03 0.01
C 2.7492 -1.0894 1.6515 -0.17 -0.01 0.03
C 3.8806 -1.4290 2.3970 -0.02 0.00 -0.02
C 3.7679 -1.7294 3.7417 0.05 -0.01 -0.03
C 2.5293 -1.6354 4.3632 -0.05 0.05 0.04
C 1.4095 -1.2789 3.6298 0.04 0.09 0.01
C 1.4787 -1.0300 2.2525 0.12 0.01 -0.26
Si -0.0843 -0.5567 1.2523 -0.44 -0.08 0.95
C -1.4604 -1.8174 1.6838 -0.15 -0.11 -0.40
C -1.2584 -2.7516 2.7102 0.13 0.12 -0.11
C -2.2423 -3.6469 3.0942 -0.07 -0.07 0.08
C -3.4692 -3.6505 2.4515 -0.10 -0.02 0.00
C -3.6956 -2.7599 1.4167 0.19 0.10 0.05
C -2.7090 -1.8539 1.0163 0.00 -0.08 0.23
P -3.0903 -0.6965 -0.3574 0.07 0.25 -0.03
C -4.4925 0.2536 0.3782 0.03 -0.17 -0.01
C -4.1524 1.3343 1.1917 0.01 0.09 -0.11
C -5.1281 2.0582 1.8616 -0.01 0.02 0.04
C -6.4672 1.7243 1.7090 0.06 0.01 0.01
C -6.8181 0.6591 0.8925 -0.03 -0.07 -0.05
C -5.8401 -0.0775 0.2347 0.03 0.10 0.14
C -3.9427 -1.7558 -1.5928 0.10 -0.04 -0.02
C -3.7329 -3.1310 -1.6801 -0.03 0.04 -0.08
C -4.3042 -3.8730 -2.7080 0.06 -0.03 0.01
C -5.0966 -3.2559 -3.6619 -0.04 -0.01 -0.03
C -5.3147 -1.8864 -3.5883 0.01 0.04 0.05
C -4.7366 -1.1452 -2.5692 0.08 0.00 0.01
C -0.6524 1.0832 2.0839 -0.07 -0.02 -0.15
C -1.3402 1.0742 3.2991 -0.01 0.00 -0.07
C -1.7361 2.2579 3.9081 0.02 -0.09 0.01
C -1.4659 3.4783 3.3045 -0.05 0.09 0.00
C -0.7887 3.5211 2.0944 -0.02 -0.06 -0.05
C -0.3985 2.3311 1.4821 0.11 -0.12 0.17
P 0.6050 2.2551 -0.0226 -0.52 0.94 0.12
C -0.5094 2.0043 -1.4699 -0.11 0.50 -0.29
C 0.0982 1.4267 -2.6016 -0.21 0.59 -0.09
C -0.5656 1.3776 -3.8221 0.20 -0.17 0.00
C -1.8287 1.9281 -3.9218 -0.18 0.04 0.02
C -2.4503 2.4763 -2.8003 -0.08 -0.07 -0.02
C -1.8102 2.4926 -1.5754 -0.03 -0.17 0.01
C 1.2109 3.9222 -0.4562 0.27 -0.09 0.01
C 2.5813 4.1797 -0.4706 -0.07 0.01 -0.03
C 3.0517 5.4390 -0.8226 0.00 -0.01 -0.02
C 2.1607 6.4393 -1.1773 0.02 0.00 0.01
C 0.7945 6.1834 -1.1808 -0.05 0.01 -0.02
C 0.3195 4.9319 -0.8275 0.07 -0.02 0.09
H 6.1164 3.9741 2.0121 -0.05 -0.03 -0.05
H 6.8984 2.7550 0.0073 -0.06 -0.04 0.03
H 5.5819 0.8908 -0.9057 0.05 -0.01 0.03
H 2.6165 1.5224 2.1340 0.00 -0.03 0.08
H 3.9518 3.3602 3.0565 0.02 -0.03 -0.06
H 4.0297 0.0256 -2.6022 0.02 0.00 -0.02
H 5.5337 -1.2599 -4.0739 -0.01 0.00 0.03
H 6.4535 -3.4255 -3.3128 -0.03 0.00 0.02
H 5.8429 -4.3095 -1.0866 -0.01 0.05 0.00
H 4.3652 -3.0198 0.3987 0.00 -0.02 -0.03
H 4.8585 -1.4225 1.9284 -0.02 0.02 0.04
H 4.6480 -1.9971 4.3125 -0.02 0.00 -0.01
H 2.4427 -1.8212 5.4273 -0.01 -0.01 -0.05
H 0.4596 -1.1795 4.1447 0.12 0.04 0.00
H -0.3061 -2.7892 3.2214 -0.11 -0.11 -0.09
H -2.0557 -4.3426 3.9037 0.04 0.01 -0.04
H -4.2435 -4.3467 2.7513 0.03 0.03 -0.02
H -4.6447 -2.7741 0.8939 -0.02 0.03 0.06
H -3.1098 1.6122 1.2998 -0.02 -0.02 0.06
H -4.8415 2.8799 2.5085 -0.01 -0.02 -0.07
H -7.2328 2.2913 2.2236 0.02 -0.02 -0.01
H -7.8613 0.3885 0.7739 0.06 0.02 0.00
H -6.1361 -0.9123 -0.3845 0.00 -0.05 -0.03
H -3.1382 -3.6348 -0.9317 0.10 -0.04 -0.02
H -4.1258 -4.9402 -2.7614 -0.01 0.03 0.03
H -5.5501 -3.8362 -4.4565 0.04 0.02 0.04
H -5.9429 -1.3969 -4.3226 0.03 0.00 0.02
H -4.9205 -0.0792 -2.5163 0.01 0.06 -0.03
H -1.5727 0.1245 3.7728 -0.04 0.07 -0.02
H -2.2538 2.2270 4.8593 0.00 0.01 -0.03
H -1.7861 4.4005 3.7753 0.04 -0.04 -0.01
H -0.5657 4.4742 1.6333 0.01 0.02 0.02
H 1.1423 1.0566 -2.5286 -0.01 0.49 -0.61
H -0.0887 0.9287 -4.6849 -0.02 0.02 0.05
H -2.3423 1.9237 -4.8753 0.01 -0.01 0.05
H -3.4470 2.8921 -2.8822 0.01 -0.03 -0.03
H -2.3085 2.8888 -0.6981 0.01 0.03 -0.02
H 3.2826 3.3981 -0.2164 0.00 0.05 -0.01
H 4.1179 5.6315 -0.8228 -0.05 -0.02 -0.01
H 2.5268 7.4177 -1.4632 -0.01 -0.03 0.03
H 0.0967 6.9586 -1.4724 0.02 -0.02 0.03
H -0.7450 4.7410 -0.8456 -0.02 0.02 -0.02
C 1.3372 -3.7941 -0.2529 -0.09 0.13 -0.05
C 0.2278 -3.2344 -1.1398 0.11 0.01 0.01
C 0.0274 -4.1838 -2.3235 -0.06 -0.10 0.02
C 0.4824 -1.8227 -1.6698 -0.42 0.00 0.35
H 1.0202 -4.7419 0.1892 0.05 0.02 -0.03
H 1.5854 -3.1115 0.5599 0.03 -0.05 0.03
H 2.2384 -3.9802 -0.8437 0.01 0.03 0.05
H -0.6851 -3.2158 -0.5424 -0.16 0.03 -0.02
H 0.9609 -4.2755 -2.8896 -0.07 0.00 0.02
H -0.7452 -3.8303 -3.0075 -0.06 0.01 0.02
H -0.2535 -5.1832 -1.9749 0.04 0.08 -0.06
H -0.3548 -1.5782 -2.3387 -0.02 0.12 -0.09
H 1.4027 -1.8271 -2.2694 0.18 0.12 -0.07